C28H56O7 | wB97M-V/def2-TZVPD

Last column: Löwdin charge in e.
Geometry (Å):
C 4.00755 2.17142 2.97164  -0.13
C 4.00855 0.80142 2.41664  -0.16
C 5.02655 0.77142 1.28364  -0.17
O 5.82955 1.95842 1.39964  -0.18
C 4.95155 2.96242 1.92864  -0.15
H 4.51855 2.31942 3.89264  0.09
H 3.02755 2.74842 2.95964  0.12
H 2.95755 0.64642 1.89464  0.14
H 3.83655 0.13742 3.02664  0.01
H 4.74155 0.88042 0.33264  0.07
H 5.78455 -0.12658 1.47464  0.16
H 4.38555 3.32542 1.17064  0.07
H 5.78455 3.58642 2.26764  0.13
C 1.81555 -5.34558 0.33364  -0.17
C 2.44155 -4.53158 1.39464  -0.24
C 1.37755 -4.14858 2.14664  -0.30
O 0.27055 -3.96458 1.25664  -0.14
C 0.33855 -5.07858 0.40064  -0.18
H 2.10355 -6.22858 0.76564  0.09
H 2.17555 -5.34258 -0.62236  0.09
H 3.00555 -3.58258 1.00064  0.14
H 3.40555 -4.90558 2.04464  0.18
H 1.40855 -3.21758 2.61964  0.10
H 1.10655 -4.81858 3.06264  0.16
H -0.01545 -4.58158 -0.52736  0.12
H -0.12145 -5.95858 0.97864  0.16
C -0.14245 -1.01858 -0.77736  -0.19
C -1.38145 -0.66358 -0.14336  -0.17
C -1.10145 0.80442 0.33364  -0.20
O 0.27155 0.86442 0.54264  -0.12
C 0.87155 -0.37258 0.17764  -0.19
H 0.11155 -0.57458 -1.66836  0.07
H -0.01145 -2.09058 -0.76436  0.10
H -1.70545 -1.30058 0.73664  0.15
H -2.25645 -0.55558 -0.63436  0.07
H -1.68245 1.26442 1.25964  0.14
H -1.41645 1.32342 -0.46736  0.04
H 0.92455 -1.18758 1.01964  0.14
H 1.83455 -0.27258 -0.37436  0.13
C -1.59545 -4.07658 -3.23936  -0.13
C -1.43545 -5.58158 -3.46136  -0.20
C -2.32345 -6.32558 -2.56236  -0.12
O -2.34045 -5.34258 -1.38736  -0.17
C -2.56545 -4.05258 -1.94736  -0.17
H -1.62245 -3.38558 -4.03836  0.07
H -0.66245 -3.58558 -2.84736  0.10
H -0.38345 -5.90658 -3.63636  0.11
H -1.77045 -5.80258 -4.65536  0.16
H -2.22145 -7.29758 -2.24336  0.10
H -3.28945 -6.29258 -2.86336  0.08
H -2.38545 -3.28658 -1.16436  0.11
H -3.54345 -3.86358 -2.00036  0.06
C -3.24845 5.69042 -0.20036  -0.17
C -2.35945 4.56442 0.17564  -0.23
C -1.21045 4.43042 -0.81936  -0.16
O -1.64845 5.44342 -1.75236  -0.20
C -2.31445 6.50442 -1.18136  -0.22
H -3.64645 6.39442 0.42864  0.06
H -4.21945 5.19642 -0.70636  0.16
H -2.75745 3.55642 0.14564  0.09
H -1.99045 4.69442 1.24564  0.12
H -0.91745 3.33942 -1.22336  0.15
H -0.36145 4.92142 -0.25736  0.12
H -2.94045 7.09542 -2.00136  0.15
H -1.57645 7.26842 -0.76336  0.13
C -0.74845 1.30342 -4.21236  -0.22
C -1.17745 0.01542 -4.79536  -0.23
C -0.17045 -0.38058 -5.78436  -0.13
O 1.03755 0.23542 -5.16536  -0.08
C 0.70855 1.12542 -4.32236  -0.39
H -1.27545 1.52942 -3.19236  0.13
H -1.19645 2.25442 -4.66036  0.13
H -2.27545 -0.26758 -5.38336  0.19
H -1.23845 -0.62758 -3.87536  0.10
H -0.36645 -0.00458 -6.72536  0.09
H -0.02745 -1.43158 -5.91936  0.11
H 1.11655 2.22442 -4.57236  0.16
H 1.17755 0.80742 -3.27336  0.15
C -1.30145 2.54842 3.84364  -0.16
C -1.95445 2.89142 5.15564  -0.16
C -0.86745 2.76542 6.22164  -0.16
O 0.39655 2.59242 5.50364  -0.13
C 0.07055 1.95542 4.23064  -0.16
H -1.16245 3.44442 3.36964  0.06
H -1.93945 1.76442 3.18264  0.14
H -2.75045 2.06542 5.34864  0.15
H -2.29345 3.85342 5.07164  0.07
H -1.05945 2.00742 6.79764  0.05
H -0.83245 3.46342 7.00964  0.11
H 0.16855 0.92042 4.48264  0.11
H 0.80255 1.94642 3.50664  0.07

Summary:
energy: -44260.294 eV
maximum force: 0.2068 Eh/bohr
SMILES string: C1CCOC1.C1CCOC1.C1CCOC1.C1CCOC1.C1CCOC1.C1CCOC1.C1CCOC1
energy above the lowest of the compared OMol25 structures with the same formula, charge and spin: 13.180 eV
orbital gap: 9.8628 eV
E_LUMO: 0.54 eV